(1)
72
Properties=species:S:1:pos:R:3:lowdin_charge:R:1 method="wB97M-V/def2-TZVPD" e_homo_ev="-10.42 / -10.43" molar_mass_g_mol=680.5 orbital_gap_ev="7.09 / 7.09" total_charge=+1
Co -0.1585 -0.2549 0.2818 0.588
Br -1.2633 -5.1389 -5.1236 0.760
C -0.9761 -3.6631 -3.9817 -0.702
C -0.8981 -2.3713 -4.5199 -0.103
C -0.6874 -1.2875 -3.7042 -0.017
C -0.5439 -1.4264 -2.2988 -0.349
O -0.3813 -0.3506 -1.5978 -0.116
C -0.6368 -2.7430 -1.7690 -0.124
C -0.5590 -3.0269 -0.3675 -0.021
N -0.4200 -2.1511 0.5649 0.048
C -0.4094 -2.5012 1.9381 -0.154
C -0.6009 -3.7416 2.4877 0.011
C -0.5660 -3.9072 3.8878 -0.048
C -0.3523 -2.8478 4.7239 -0.011
C -0.1602 -1.5539 4.1877 -0.134
C 0.0521 -0.3914 4.9655 0.022
C 0.2139 0.8144 4.3482 -0.010
C 0.1762 0.8802 2.9431 -0.050
N -0.0110 -0.1836 2.2009 0.045
C -0.1878 -1.3974 2.7941 -0.121
C -0.8425 -3.8402 -2.6332 -0.081
H -0.9943 -2.2333 -5.5889 0.109
H -0.5916 -0.2912 -4.1185 0.123
H -0.6412 -4.0773 -0.0953 0.129
H -0.7838 -4.6102 1.8704 0.111
H -0.7166 -4.8963 4.2978 0.115
H -0.3324 -2.9841 5.7971 0.123
H 0.0782 -0.4720 6.0449 0.128
H 0.3704 1.7224 4.9118 0.117
H 0.2981 1.8199 2.4226 0.114
H -0.9004 -4.8363 -2.2111 0.113
N 1.1981 0.7706 0.0714 0.128
C 2.2694 1.4171 -0.0208 -0.224
C 3.5603 0.6726 0.0356 -0.175
C 3.6891 -0.5259 -0.6596 -0.023
C 4.8668 -1.2513 -0.5786 -0.067
C 5.9135 -0.7904 0.2082 -0.072
C 5.7836 0.3996 0.9104 -0.065
C 4.6124 1.1360 0.8204 -0.037
C 2.2327 2.8978 -0.1960 -0.155
C 3.3257 3.5734 -0.7331 -0.027
C 3.2643 4.9441 -0.9370 -0.063
C 2.1150 5.6463 -0.6070 -0.069
C 1.0167 4.9737 -0.0860 -0.062
C 1.0703 3.6051 0.1127 -0.026
H 2.8660 -0.8738 -1.2720 0.112
H 4.9711 -2.1746 -1.1330 0.108
H 6.8328 -1.3574 0.2716 0.108
H 6.5974 0.7579 1.5267 0.110
H 4.5122 2.0669 1.3642 0.122
H 4.2209 3.0294 -1.0020 0.116
H 4.1162 5.4621 -1.3567 0.110
H 2.0714 6.7162 -0.7624 0.109
H 0.1121 5.5144 0.1592 0.110
H 0.1943 3.0828 0.4776 0.083
O -2.2130 2.2339 0.6929 0.084
C -2.4461 1.2063 0.0935 -0.577
O -2.1195 -0.0019 0.4371 -0.106
C -3.1688 1.3020 -1.2688 -0.148
N -3.3719 -0.1101 -1.7634 0.095
C -4.8478 -0.3785 -1.8423 -0.092
C -5.4460 0.6674 -0.9125 -0.140
C -4.5716 1.8936 -1.1770 -0.109
H -2.5026 1.8282 -1.9489 0.168
H -2.9011 -0.6559 -1.0073 0.137
H -2.8804 -0.2978 -2.6359 0.152
H -5.0423 -1.4115 -1.5659 0.133
H -5.1594 -0.2185 -2.8732 0.134
H -5.3515 0.3470 0.1270 0.127
H -6.4998 0.8348 -1.1217 0.124
H -4.6127 2.6412 -0.3886 0.128
H -4.8519 2.3691 -2.1179 0.126

(2)
16
Properties=species:S:1:pos:R:3:nbo_charge:R:1 method="wB97M-V/def2-TZVPD" e_homo_ev=-9.76 molar_mass_g_mol=103.1 smiles="CCNC(=O)OC" orbital_gap_ev=10.66 total_charge=0 relative_energy_kcal_mol=11.1
C -2.5393 0.6878 0.8330 -0.610
C -1.5727 -0.3976 0.3845 -0.218
N -0.3866 0.1937 -0.1966 -0.629
C 0.8234 -0.4221 -0.1653 0.885
O 1.1468 -1.3320 0.5694 -0.651
O 1.6313 0.1592 -1.0853 -0.529
C 3.0170 -0.1193 -0.9444 -0.259
H -2.7611 1.3769 0.0089 0.199
H -3.4848 0.2486 1.1633 0.216
H -2.1149 1.2714 1.6550 0.213
H -1.2464 -1.0145 1.2253 0.226
H -2.0580 -1.0654 -0.3412 0.179
H -0.5003 0.8890 -0.9181 0.398
H 3.4721 0.1214 -1.9058 0.191
H 3.4364 0.5216 -0.1624 0.181
H 3.1813 -1.1667 -0.6862 0.207